Formula: C12H29ClI2NOP2Sn
Source: the Open Molecules 2025 dataset
Level of theory: ωB97M-V/def2-TZVPD

The geometry in XYZ format:
```
49
Properties=species:S:1:pos:R:3:forces:R:3:lowdin_charge:R:1
I 1.43257 -3.24182 -5.47699 -0.52 -0.33 0.27 0.018
I -0.62842 -4.91169 -4.88188 0.49 0.46 -0.06 0.045
Sn -0.22143 -0.99522 -0.77976 0.03 2.08 2.57 1.015
Cl -1.58723 -0.66832 1.28064 1.02 -0.82 -1.94 0.106
P -1.80109 0.39270 -2.55176 -2.25 1.19 -1.18 0.799
P 1.61842 -2.88537 0.05533 0.57 -2.31 1.45 0.805
O 0.98884 0.74180 -0.12726 -0.41 -1.19 -1.24 -0.236
N 1.55134 1.22150 2.00990 -0.46 0.38 -1.26 0.129
C -1.51452 2.18990 -2.72631 1.52 -0.06 0.61 -0.189
C -1.00242 2.90509 1.52987 -0.87 -0.09 1.19 -0.183
C -0.04469 2.08879 3.76641 -0.33 0.14 0.06 -0.178
C -3.54169 0.39046 -1.97045 0.31 -1.00 0.85 -0.207
C -0.81538 3.16661 3.04463 -0.61 0.49 -0.70 -0.179
C 2.09667 -4.30260 -0.98685 -0.63 0.72 -1.07 -0.205
C 0.32788 2.89858 0.79970 0.01 -0.06 -0.46 -0.085
C 0.95347 1.55592 0.86167 0.59 -0.03 1.60 -0.421
C -1.98855 -0.17213 -4.26805 1.03 -0.90 0.26 -0.208
C 0.87331 -3.71511 1.51502 -1.08 0.55 -0.34 -0.213
C 3.20575 -2.36561 0.76433 0.13 1.55 -0.65 -0.192
C 1.38170 1.91229 3.29112 -0.06 -0.10 0.50 -0.134
H 2.75000 -4.96042 -0.38731 -0.28 0.37 -0.02 0.102
H -0.60241 2.33885 -3.31631 -0.14 0.13 0.13 0.078
H 0.14288 -4.46255 1.18337 0.08 0.16 0.10 0.077
H -0.99936 -0.15786 -4.74860 -0.40 -0.05 -0.15 0.064
H 0.36003 -2.97815 2.14427 0.14 -0.25 0.09 0.043
H -1.47540 1.91830 1.46419 -0.19 0.28 -0.39 0.045
H 1.67476 -4.21505 2.07812 -0.11 0.25 -0.30 0.087
H -4.11158 1.15047 -2.52523 0.46 -0.08 0.04 0.093
H 0.16995 3.15328 -0.25097 0.37 0.10 0.13 0.118
H 1.19297 -4.83438 -1.32278 0.40 0.03 0.06 0.067
H -2.35930 2.66314 -3.24938 0.03 -0.53 0.16 0.098
H -1.37794 2.65486 -1.74198 -0.13 -0.02 -0.27 0.045
H -3.98635 -0.59201 -2.16792 0.04 0.16 0.09 0.076
H -0.28098 4.11899 3.10628 -0.18 0.08 0.38 0.128
H 0.01497 2.32902 4.83508 0.05 0.11 -0.22 0.139
H 3.55169 -3.09368 1.51110 -0.45 0.05 -0.22 0.096
H 3.93238 -2.31465 -0.04879 0.07 0.14 0.10 0.078
H -1.81418 3.27043 3.49577 0.41 0.16 -0.07 0.134
H 3.11084 -1.36995 1.21672 0.24 -0.34 0.01 0.044
H -1.67786 3.66660 1.10257 0.35 -0.34 0.17 0.134
H -2.38076 -1.20037 -4.25724 0.09 0.32 -0.22 0.070
H -2.68515 0.51436 -4.77906 0.23 -0.15 0.36 0.100
H 2.63823 -3.91056 -1.86107 -0.08 -0.39 0.15 0.060
H 1.80112 1.22854 4.01548 0.68 0.08 0.11 0.134
H -0.60362 1.15069 3.73704 0.15 -0.19 -0.16 0.110
H 1.91430 2.86623 3.28645 0.13 -0.09 0.11 0.146
H -3.59315 0.58274 -0.89420 -0.13 0.09 -0.16 0.049
H 1.01751 3.59853 1.30338 -0.24 -0.04 -0.54 0.151
H 2.39188 0.67883 1.92177 -0.09 -0.72 0.05 0.146
```
Positions in Å, forces in eV/Å.

Output
Spin multiplicity: 1
HOMO energy (eV): -16.4
Relative energy (zero: lowest compared OMol25 entry of this formula, charge and spin) (kJ/mol): 0.00
Charge: +3
LUMO energy (eV): -13.239



Formula: C2H9N2S2
Source: the Open Molecules 2025 dataset
Level of theory: ωB97M-V/def2-TZVPD

The geometry in XYZ format:
```
15
Properties=species:S:1:pos:R:3:forces:R:3:lowdin_charge:R:1
S 1.06042 0.23242 -1.22696 0.63 -0.26 1.00 0.334
S 1.28291 -0.78451 0.76356 0.91 1.49 -2.20 0.439
N -1.78540 -0.96105 -0.51000 1.92 1.76 1.03 0.163
N -2.18073 1.29343 -0.20612 -2.02 0.03 0.30 0.228
C -2.55019 0.05994 -0.24488 -0.58 -1.31 0.38 -0.185
C 3.01306 -0.18525 1.18013 -1.64 -1.15 -0.29 -0.406
H -2.90094 1.94752 -0.08136 -1.16 0.87 0.48 0.127
H 3.05970 -0.77458 2.12594 0.80 1.25 -0.26 0.040
H 3.11802 0.91596 1.08931 -0.12 -0.89 0.74 0.055
H -1.33098 1.71296 -0.12525 3.43 0.63 -0.32 0.082
H -0.75224 -0.72265 -0.35979 -1.71 -1.30 -1.24 -0.055
H -2.15279 -1.81356 -0.87378 0.03 -0.68 0.34 0.138
H 2.10259 -0.11830 -2.06394 -0.54 -0.35 0.90 -0.142
H 3.57588 -0.70825 0.41719 0.53 0.15 0.15 0.014
H -3.55931 -0.09409 0.11597 -0.49 -0.24 -1.01 0.169
```
Positions in Å, forces in eV/Å.

Output
Spin multiplicity: 1
HOMO energy (eV): -12.7
Relative energy (zero: lowest compared OMol25 entry of this formula, charge and spin) (kJ/mol): 148.66
Charge: +1
LUMO energy (eV): -3.733



Formula: C37H66BBr2N3O9
Source: the Open Molecules 2025 dataset
Level of theory: ωB97M-V/def2-TZVPD

The geometry in XYZ format:
```
118
Properties=species:S:1:pos:R:3:forces:R:3:lowdin_charge:R:1
Br -7.42458 -1.22199 1.07780 2.08 0.55 -0.12 0.636
Br -1.75735 3.12273 3.37305 0.58 -0.98 -0.33 0.583
O -3.25058 -3.70875 -3.25737 1.58 2.89 3.89 -0.032
O -4.79169 -1.91674 8.15106 -0.03 0.20 -0.31 -0.077
O 3.22244 -0.86867 -11.48360 -0.21 -0.13 0.19 -0.065
O 2.59350 1.95979 3.98768 -0.35 -0.05 -0.19 -0.072
O 1.33223 0.42351 -2.21583 -2.12 -0.52 -0.58 -0.076
O 0.56998 2.77979 -5.77093 0.24 -0.20 0.21 -0.081
O 0.02788 -1.46649 -3.26581 -0.29 3.28 1.46 0.084
O 0.78699 -0.89089 -5.95702 -0.39 0.15 0.24 -0.072
O 4.97660 -0.51341 5.21894 0.10 0.31 -0.14 -0.074
N -4.76893 -0.89431 -0.08869 0.66 2.87 5.89 0.075
N -7.17566 1.27696 3.22456 0.30 -1.31 4.01 0.035
N -3.70855 0.62089 2.50833 -2.94 -2.47 -3.34 0.116
C 4.54278 -1.40126 -11.56992 0.19 0.56 -0.40 -0.503
C 5.52363 -0.42524 -10.93918 0.09 -0.03 0.30 -0.065
C 4.47431 3.43598 3.72048 -0.01 0.20 -0.24 -0.060
C -0.29005 0.52911 3.93155 -0.09 -0.84 -0.55 -0.281
C 4.88625 -1.66737 -13.02706 -0.04 -0.29 -0.13 -0.067
C 3.90831 -1.76877 6.97177 -0.09 0.17 0.25 -0.060
C -5.71260 -0.25767 4.89519 -3.45 2.39 0.73 0.025
C -1.00509 4.58268 -6.01571 -0.03 0.18 0.28 -0.060
C 0.93496 1.74260 -2.68967 0.28 0.92 -0.49 -0.089
C -1.35858 0.80319 1.46690 0.58 -1.41 -3.35 -0.115
C -6.08649 0.43860 3.57176 0.71 -0.72 0.78 -0.240
C -3.91335 -1.71497 10.38218 0.15 0.28 0.06 -0.065
C 1.71938 -0.14743 -8.04699 -0.15 0.00 -0.26 -0.051
C -5.04677 0.16060 2.36293 1.53 0.23 -0.86 -0.157
C -0.70228 1.52218 2.73053 1.21 -0.72 -0.58 -0.636
C -7.84328 0.99699 5.69705 1.28 -0.86 -0.59 -0.056
C -2.87326 0.33736 1.36935 0.39 0.00 -0.24 -0.113
C -0.92069 -0.20925 -1.04121 -3.04 0.15 3.02 -0.001
C 5.21246 -1.47359 6.24772 -0.44 -0.52 -0.24 -0.494
C -0.82019 3.07834 -5.89594 -0.01 0.31 -0.70 -0.494
C 3.30479 3.03181 4.60396 0.61 -0.28 0.11 -0.484
C -1.48855 -0.37216 4.50350 1.14 -0.09 1.11 -0.141
C 5.80422 -2.73380 5.63671 0.32 -0.03 -0.04 -0.064
C -2.95541 -1.39547 -2.39954 -0.58 0.33 1.17 -0.110
C 1.69887 -1.24547 -6.99602 0.48 0.49 0.01 -0.469
C -0.40116 0.51064 0.25399 -3.77 -0.40 1.28 0.059
C -8.07845 1.57339 4.28373 2.76 -2.23 1.79 -0.104
C -1.38564 2.35229 -7.10631 -0.13 -0.32 0.04 -0.058
C -2.40919 -0.63382 -1.07373 1.63 0.67 0.52 -0.037
C -3.77111 -2.39153 9.02793 -0.43 -0.27 0.49 -0.497
C -2.84777 -2.99237 -2.28509 -1.23 -1.87 -3.53 -0.175
C -5.51848 -0.59379 1.08267 1.35 0.14 -1.00 -0.522
C -3.87381 -3.90353 9.15079 0.15 -0.19 -0.20 -0.065
C 3.77633 2.59757 5.98199 -0.05 0.01 0.30 -0.060
C -3.43549 -0.38480 0.11821 2.72 0.14 -1.10 -0.109
C -6.67941 0.03109 6.11454 -0.46 2.15 -5.50 -0.006
C 3.07990 -1.46815 -6.40074 0.09 -0.28 0.14 -0.052
B 0.15990 -0.45420 -2.23113 0.79 -0.44 -0.49 -0.487
H 4.55088 -2.34222 -11.01263 -0.21 0.11 0.00 0.139
H -3.84914 -0.62846 10.27727 0.07 -0.11 -0.02 0.081
H 4.16685 -2.36107 -13.47058 0.09 0.01 0.09 0.080
H -1.23532 1.27298 -7.01180 -0.05 0.08 0.05 0.073
H -0.87414 2.66413 -8.02294 -0.05 0.13 0.06 0.084
H -4.78085 -0.91610 5.00764 -1.63 1.20 -0.35 0.103
H 0.29372 1.98245 2.35809 -1.82 -0.68 0.61 0.084
H 0.47961 -0.20939 3.47066 -1.17 1.30 0.52 0.116
H 4.83949 -0.74435 -13.61419 0.10 0.02 0.12 0.081
H 3.20423 -0.03547 -11.97375 0.04 -0.18 0.08 0.090
H 1.51388 2.01753 -3.65276 -1.09 -0.67 1.46 0.093
H -2.42434 -3.55570 -1.36762 -0.51 1.29 -1.02 0.140
H 0.07343 -0.93470 -4.11041 0.45 -1.49 0.62 0.082
H 3.20070 1.21273 3.89828 -0.02 0.22 0.11 0.078
H -2.06305 4.84505 -6.09648 0.09 0.01 -0.02 0.083
H -8.97959 2.26966 4.11262 1.75 -1.30 0.09 0.110
H 4.43782 1.72895 5.91222 0.01 0.14 -0.11 0.059
H 0.70963 0.81067 0.31339 -2.04 -0.45 -0.07 0.120
H -0.48050 4.97185 -6.89448 -0.10 -0.11 -0.05 0.082
H 0.29187 1.07910 4.76706 -1.24 -0.70 -1.47 0.107
H 4.05947 -2.49039 7.77879 -0.05 0.03 -0.07 0.081
H -6.53077 -0.39672 7.15667 -0.23 0.78 -1.70 0.074
H -2.11676 0.27282 5.20665 0.43 -1.00 -1.26 0.072
H 1.10069 -0.06648 -5.55529 0.12 0.02 -0.37 0.080
H -5.64757 -2.14937 8.53674 0.23 -0.06 -0.01 0.084
H 5.25811 -0.23428 -9.89556 0.04 -0.09 -0.07 0.073
H -2.45363 -1.01689 -3.35679 -0.47 -0.83 1.57 0.120
H 3.79946 -1.75822 -7.17096 -0.03 0.04 0.05 0.077
H -1.31315 2.71863 -4.98818 0.23 -0.04 0.01 0.133
H 3.48854 -0.85236 7.39587 0.09 -0.07 0.01 0.077
H 5.16072 2.59579 3.57293 -0.02 0.02 0.17 0.082
H 0.71816 0.00998 -8.45783 0.09 -0.09 -0.01 0.079
H 5.88848 -2.09274 -13.12515 -0.06 0.05 -0.03 0.080
H 5.92895 -1.03240 6.94619 -0.06 0.15 -0.20 0.141
H -3.09287 -4.30045 9.80455 -0.08 0.00 -0.03 0.081
H 2.39813 -0.39829 -8.86653 -0.07 0.03 0.01 0.065
H 4.12171 3.73435 2.72912 -0.01 0.04 0.12 0.079
H 3.15974 -2.16953 6.28037 0.12 -0.09 -0.01 0.082
H -0.99378 -1.18027 5.17562 -0.80 1.28 -1.03 0.077
H 1.18550 2.58970 -1.94115 -0.60 -1.58 -0.88 0.111
H 2.03563 0.80587 -7.61015 0.10 -0.11 0.08 0.075
H 4.34344 -0.89462 4.59508 0.16 -0.07 0.17 0.088
H 2.60983 3.87082 4.70022 -0.12 -0.21 -0.13 0.141
H 6.73466 -2.50486 5.10991 -0.06 0.00 0.12 0.081
H 3.04794 -2.25177 -5.63879 -0.02 0.03 -0.12 0.084
H -0.18838 1.70730 -2.90986 1.45 0.61 0.22 0.095
H -3.78147 -4.37582 8.16892 0.06 0.07 0.09 0.081
H -2.45508 2.54777 -7.21987 0.08 -0.01 -0.03 0.083
H -2.08324 -0.94450 3.71578 0.77 1.15 1.05 0.063
H 2.92649 2.29869 6.60251 0.02 0.12 -0.05 0.080
H 6.54497 -0.81333 -10.97468 -0.05 0.07 0.00 0.081
H -4.88981 -1.93303 10.82710 0.07 -0.14 -0.03 0.081
H -0.58382 5.09205 -5.14459 -0.09 -0.07 -0.03 0.081
H -8.59232 1.30513 6.51865 1.31 -0.57 -1.51 0.085
H 1.33703 -2.17531 -7.44311 -0.15 0.10 0.19 0.145
H 5.03099 4.26843 4.15876 0.00 -0.07 -0.04 0.080
H 5.49892 0.54079 -11.45399 0.03 -0.11 -0.10 0.082
H -4.08457 -1.16490 -2.53004 1.84 -0.49 0.37 0.123
H 3.44327 -0.56095 -5.90679 -0.04 0.04 -0.13 0.084
H -2.80910 -2.12345 8.58242 -0.20 0.08 -0.14 0.139
H 1.01549 3.09420 -6.56965 -0.14 -0.04 0.13 0.090
H -3.13359 -2.04632 11.07282 -0.08 0.03 -0.01 0.081
H 5.12140 -3.16803 4.89913 -0.08 0.01 0.14 0.082
H -4.84886 -4.19740 9.55300 0.07 0.09 0.10 0.082
H 6.01224 -3.48430 6.40371 -0.03 0.02 -0.08 0.081
H 4.31230 3.40487 6.48845 -0.05 -0.04 -0.02 0.081
```
Positions in Å, forces in eV/Å.

Output
Spin multiplicity: 1
HOMO energy (eV): -8.3
LUMO energy (eV): -1.085